No. 1
Entry from the Open Molecules 2025 dataset: a molecular structure, C24H29BN9O2RuS3 at a distorted geometry (ωB97M-V/def2-TZVPD).

Positions of all 69 atoms, in Å:
Ru  0.47408  -0.08820  -0.06121
C  0.87948  2.69708  -4.84558
C  0.40575  1.26158  -5.07185
N  1.22390  0.27573  -4.40814
C  1.20470  0.11495  -3.05328
S  -0.11233  0.86291  -2.12829
N  2.10142  -0.62542  -2.48438
N  1.99571  -0.81997  -1.17315
C  2.90738  -1.58168  -0.52342
C  3.99238  -2.31346  -1.25161
C  2.78594  -1.59274  0.87251
C  3.64186  -2.28779  1.76788
C  3.50836  -2.10449  3.11436
C  2.52879  -1.21981  3.60327
C  1.69171  -0.60698  2.69548
N  1.78577  -0.79244  1.38847
H  0.22397  3.39410  -5.36155
H  1.89290  2.83561  -5.21670
H  0.86571  2.92538  -3.78242
H  0.40621  1.02000  -6.13790
H  -0.61066  1.14902  -4.69017
H  2.12665  0.09501  -4.82283
H  3.86551  -2.18754  -2.32373
H  3.95541  -3.37637  -1.01010
H  4.97582  -1.93304  -0.96472
H  4.38577  -2.95569  1.36503
H  4.16475  -2.60923  3.80743
H  2.41558  -1.03340  4.65688
H  0.91810  0.07510  3.03562
O  -1.85556  2.57157  2.13829
C  -0.95014  1.98381  1.55815
O  -1.02648  0.81582  1.07075
C  0.39151  2.70440  1.42772
C  0.53990  3.99303  1.92721
C  1.74316  4.64679  1.73272
C  2.75995  3.98207  1.05683
C  2.53252  2.68561  0.62092
N  1.37769  2.06744  0.80661
H  -0.28971  4.44379  2.44913
H  1.88453  5.65429  2.09913
H  3.71283  4.45286  0.88256
H  3.29717  2.10999  0.11038
C  -1.99226  0.55164  4.69519
N  -2.69849  0.10379  3.53315
C  -3.77007  0.70936  2.95482
C  -4.13940  -0.07122  1.90185
N  -3.30368  -1.13779  1.82900
B  -3.54091  -2.39522  0.95293
N  -3.25254  -2.02099  -0.52518
C  -4.19882  -1.68770  -1.44504
C  -3.61528  -1.61924  -2.66736
N  -2.28680  -1.90362  -2.49261
C  -1.31356  -2.06532  -3.53365
C  -2.08369  -2.12225  -1.16784
S  -0.58420  -2.52831  -0.47057
C  -2.39358  -0.99778  2.79910
S  -1.06425  -1.98766  3.10013
H  -2.68523  1.05631  5.36926
H  -1.20346  1.25027  4.40774
H  -1.54760  -0.31116  5.19666
H  -4.17097  1.63117  3.32205
H  -4.94638  0.05885  1.21279
H  -2.81562  -3.26928  1.28642
H  -4.69857  -2.67323  1.04279
H  -5.22238  -1.54855  -1.15819
H  -4.02470  -1.38820  -3.62908
H  -1.48574  -1.33582  -4.32469
H  -1.36180  -3.07602  -3.94977
H  -0.31801  -1.91172  -3.11619

Atoms 1-6, force components in eV/Å:
0.94 -0.09 0.20
-0.05 -0.21 -0.03
-0.17 0.41 -0.11
0.61 -0.17 0.70
-1.82 0.75 0.73
0.15 -0.11 -0.35

Computed properties:
LUMO level (spin up / spin down): -0.64 / -2.29 eV
expectation value of S²: 0.766
net charge: 0
energy relative to the best compared isomer or geometry (same formula, charge and spin): 1.881 eV
multiplicity: 2
E_tot: -78631.3647 eV
largest force on an atom: 0.0734 Eh/bohr
HOMO (spin up / spin down): -7.3 / -5.7 eV

Atom charges from the Mulliken analysis, given in e for atoms 1 to 4: number 1, Ru, carries 0.81; number 2, C, carries -1.06; number 3, C, carries -0.66; number 4, N, carries -0.12

No. 2
Entry from the Open Molecules 2025 dataset: a molecular structure, C24H29BN9O2RuS3 (ωB97M-V/def2-TZVPD).

Positions of all 69 atoms, in Å:
Ru  0.78564  0.51550  1.53626
C  2.68231  -3.10829  -2.45329
C  3.58623  -2.86782  -1.25633
N  3.79746  -1.46064  -0.94600
C  3.04554  -0.71395  -0.11841
S  1.52584  -1.38183  0.46325
N  3.53696  0.45482  0.23092
N  2.75018  1.06729  1.16025
C  3.26381  1.97951  1.91735
C  4.67005  2.46957  1.81130
C  2.37236  2.46112  2.97631
C  2.74223  3.44118  3.88882
C  1.85501  3.81281  4.88237
C  0.61261  3.20114  4.93992
C  0.29775  2.23819  4.00062
N  1.16160  1.86380  3.05385
H  2.61609  -4.17692  -2.66339
H  3.06933  -2.60709  -3.34210
H  1.68053  -2.73348  -2.24993
H  4.57284  -3.30038  -1.42830
H  3.17257  -3.35634  -0.37323
H  4.66775  -1.03379  -1.21937
H  5.19009  1.91989  1.03423
H  5.19562  2.33741  2.75882
H  4.68786  3.53359  1.56520
H  3.71402  3.90570  3.80789
H  2.12592  4.57825  5.59711
H  -0.11856  3.47187  5.68760
H  -0.66998  1.75314  3.96978
O  -3.40655  -2.03843  -1.03656
C  -2.24892  -1.66694  -1.04192
O  -1.56240  -1.21182  -0.03523
C  -1.50232  -1.67525  -2.37417
C  -2.12227  -2.32879  -3.43686
C  -1.50696  -2.32950  -4.67460
C  -0.29158  -1.67484  -4.81112
C  0.24689  -1.05985  -3.69292
N  -0.33303  -1.05133  -2.49428
H  -3.07408  -2.80800  -3.26090
H  -1.96481  -2.82931  -5.51874
H  0.23335  -1.64468  -5.75661
H  1.20547  -0.55491  -3.76162
C  -2.29352  -3.29664  2.19853
N  -3.01030  -2.10543  1.83570
C  -4.40075  -1.93474  1.80291
C  -4.63122  -0.67371  1.43502
N  -3.41125  -0.02413  1.22666
B  -3.22667  1.47834  0.97338
N  -2.44092  1.63877  -0.41587
C  -3.07076  1.44549  -1.61634
C  -2.16698  1.61516  -2.61354
N  -0.97285  1.90155  -2.00408
C  0.29640  2.11129  -2.67484
C  -1.16005  1.90837  -0.66782
S  0.10274  2.38856  0.43680
C  -2.40258  -0.94290  1.41128
S  -1.06122  -0.34059  2.47952
H  -3.00149  -4.11984  2.27405
H  -1.77494  -3.18453  3.15456
H  -1.55536  -3.54667  1.43306
H  -5.07107  -2.75334  1.99210
H  -5.56028  -0.15855  1.26972
H  -4.32163  1.95498  0.78259
H  -2.59051  2.05418  1.81992
H  -4.11375  1.18716  -1.65623
H  -2.25832  1.53581  -3.68206
H  0.22333  1.70151  -3.67849
H  1.07884  1.59591  -2.12317
H  0.53267  3.17339  -2.72931

Atoms 1-6, force components in eV/Å:
0.32 -0.24 -0.05
-0.01 0.01 0.01
0.00 -0.02 0.02
0.00 0.05 -0.10
-0.05 -0.02 0.16
-0.09 0.07 -0.09

Computed properties:
LUMO level (spin up / spin down): -0.79 / -0.62 eV
expectation value of S²: 0.766
net charge: 0
energy relative to the best compared isomer or geometry (same formula, charge and spin): 2.248 eV
multiplicity: 2
E_tot: -78630.9983 eV
largest force on an atom: 0.0135 Eh/bohr
HOMO (spin up / spin down): -6.3 / -6.3 eV

Atom charges from the Mulliken analysis, given in e for atoms 1 to 4: number 1, Ru, carries -0.16; number 2, C, carries -0.51; number 3, C, carries -0.89; number 4, N, carries -0.10

No. 3
Entry from the Open Molecules 2025 dataset: a molecular structure, C24H29BrFeN7O2S2 (ωB97M-V/def2-TZVPD).

Positions of all 66 atoms, in Å:
Fe  -0.61015  1.13991  -1.39157
O  -2.41499  -2.07398  -0.71897
C  -3.27919  -1.90203  0.31886
C  -3.90552  -3.02394  0.84334
C  -4.79034  -2.89630  1.90025
C  -5.07764  -1.64798  2.43897
C  -4.45577  -0.53031  1.91393
C  -3.54483  -0.64250  0.86555
C  -2.81153  0.59492  0.40269
O  -2.39387  0.63224  -0.88390
N  -1.59633  0.69050  1.32157
N  -0.46220  1.06689  0.84937
C  0.59616  1.08095  1.65443
C  1.84337  1.57307  1.26816
Br  1.94763  2.38801  -0.42823
C  2.88599  1.49785  2.17682
C  4.24714  1.88537  2.16151
C  4.93293  1.75796  3.39630
C  6.25204  2.12229  3.52019
C  6.93278  2.60682  2.40583
C  6.28832  2.72068  1.17220
C  4.96566  2.37081  1.04312
H  -2.32583  -1.21367  -1.16563
H  -3.69891  -3.98796  0.39672
H  -5.27646  -3.77828  2.29588
H  -5.78864  -1.54928  3.24697
H  -4.68790  0.45269  2.31199
H  -3.40220  1.48265  0.67650
H  -1.68767  0.42345  2.30223
H  0.49291  0.69405  2.66652
H  2.57576  1.05288  3.11951
H  4.39712  1.37433  4.25614
H  6.75771  2.03099  4.47103
H  7.97300  2.89196  2.49306
H  6.83499  3.08541  0.31364
H  4.49649  2.45616  0.07715
S  -0.17940  2.48224  -3.32967
C  -1.53749  3.49139  -3.48136
N  -1.60612  4.39655  -4.43140
C  -2.83571  5.17657  -4.57184
C  -3.66702  4.91826  -3.30689
S  -2.94566  3.45442  -2.48934
H  -0.85383  4.47903  -5.10142
H  -3.36269  4.86500  -5.47319
H  -2.58448  6.23114  -4.66415
H  -4.70282  4.69423  -3.54465
H  -3.63607  5.75435  -2.61368
C  1.45607  -3.59689  1.37106
C  1.22923  -4.43789  0.11856
C  -0.24645  -4.77902  -0.07476
C  1.82380  -3.79345  -1.13752
N  1.04910  -2.64004  -1.61685
C  0.19091  -2.55535  -2.64794
N  -0.28594  -1.33874  -2.70679
N  0.31669  -0.69865  -1.68606
N  1.11305  -1.45906  -1.02467
H  1.03485  -4.10563  2.23838
H  0.97013  -2.62178  1.28696
H  2.51918  -3.43395  1.55704
H  1.78847  -5.37082  0.22968
H  -0.86543  -3.87917  -0.10790
H  -0.60030  -5.39964  0.74772
H  -0.41123  -5.33713  -1.00001
H  1.83672  -4.50846  -1.95844
H  2.84022  -3.43953  -0.97179
H  -0.05779  -3.37459  -3.30117

Atoms 1-6, force components in eV/Å:
-0.20 0.32 0.06
0.02 0.03 0.00
-0.04 0.05 0.05
-0.02 -0.06 0.01
0.01 -0.02 -0.01
-0.01 0.00 0.02

Computed properties:
LUMO level (spin up / spin down): -6.49 / -8.24 eV
expectation value of S²: 8.824
net charge: +2
energy relative to the best compared isomer or geometry (same formula, charge and spin): 0.000 eV
multiplicity: 6
E_tot: -165969.8126 eV
largest force on an atom: 0.0080 Eh/bohr
HOMO (spin up / spin down): -13.0 / -13.0 eV

Atom charges from the Mulliken analysis, given in e for atoms 1 to 4: number 1, Fe, carries 0.22; number 2, O, carries -0.58; number 3, C, carries 0.28; number 4, C, carries -0.34